Below is the molecule C3H8N2O at a distorted geometry, with properties calculated with the ωB97M-V functional and the def2-TZVPD basis.

```
14
Properties=species:S:1:pos:R:3:forces:R:3
C -0.519 0.716 -0.986 -1.770 -1.198 3.261
C 1.192 -0.950 -0.094 0.041 -0.038 0.146
N -1.103 0.086 0.626 -0.581 0.037 -1.386
C 0.533 0.403 -0.009 3.810 2.174 -1.810
O -2.025 -0.976 0.805 0.091 0.444 -0.387
N 1.290 1.406 0.434 -1.014 -1.401 0.934
H -1.476 -1.772 0.872 0.056 0.211 0.050
H -1.330 0.840 1.275 -0.289 0.051 -0.470
H 0.824 2.306 0.320 0.060 -0.128 -0.325
H -0.864 1.747 -1.029 0.157 -0.236 -0.268
H -0.665 0.062 -1.844 -0.411 -0.038 0.346
H 1.810 -0.992 -0.990 0.056 0.055 -0.048
H 1.843 -1.094 0.768 -0.076 0.079 -0.025
H 0.489 -1.780 -0.149 -0.130 -0.013 -0.018
```
Forces are in eV/Å.

For the HOMO-LUMO gap, the calculation gives 9.1 eV. Its relative energy (zero: lowest compared OMol25 entry of this formula, charge and spin) is 572.4 kJ/mol. As for the highest occupied orbital energy: -8.3134 eV.

Below is a structure of composition C28H38FeN6O4P2, with properties calculated with the ωB97M-V functional and the def2-TZVPD basis.

```
79
Properties=species:S:1:pos:R:3:forces:R:3
Fe 0.589 0.323 0.619 0.247 -0.096 -0.614
C 0.681 2.576 3.224 0.000 -0.012 -0.012
P 0.606 0.790 2.878 -0.020 -0.094 0.046
C -0.662 0.247 4.049 0.002 0.013 -0.010
C 2.181 0.187 3.554 0.003 0.002 -0.041
C 2.401 -0.088 4.899 0.004 0.003 0.012
C 3.659 -0.485 5.326 -0.007 -0.001 0.002
C 4.704 -0.599 4.418 0.003 0.002 -0.007
C 4.492 -0.327 3.076 0.005 -0.003 0.005
C 3.228 0.060 2.643 0.007 0.003 0.004
P 2.831 0.397 0.912 -0.032 0.078 0.046
C 3.821 -0.768 -0.050 -0.031 0.005 -0.011
C 3.555 2.016 0.514 -0.005 -0.004 0.002
H 0.886 2.725 4.284 -0.005 0.008 0.002
H -0.274 3.037 2.968 -0.006 -0.005 -0.002
H 1.456 3.053 2.631 0.005 0.001 -0.001
H -0.485 0.730 5.011 0.006 -0.010 0.004
H -0.646 -0.834 4.152 -0.002 -0.017 -0.013
H -1.640 0.534 3.668 0.019 -0.006 0.005
H 1.595 -0.008 5.617 0.002 0.003 0.000
H 3.826 -0.709 6.371 -0.001 0.000 0.001
H 5.683 -0.911 4.756 0.000 0.001 0.000
H 5.308 -0.433 2.372 0.000 -0.001 -0.001
H 4.870 -0.473 -0.018 0.001 -0.016 0.002
H 3.478 -0.779 -1.083 0.010 -0.005 0.004
H 3.693 -1.762 0.369 -0.002 -0.020 0.003
H 4.591 2.066 0.848 0.001 -0.003 -0.004
H 2.981 2.816 0.976 -0.001 -0.003 0.007
H 3.523 2.155 -0.568 -0.009 0.005 0.001
C -3.297 -2.461 1.439 -0.018 -0.184 0.016
C -1.852 -2.065 1.260 -0.108 0.104 0.005
O -1.453 -1.043 1.804 -0.006 -0.171 0.112
C -0.958 -2.926 0.471 0.039 0.002 0.011
C -1.454 -4.137 -0.041 -0.015 0.026 0.023
C -0.655 -5.044 -0.697 0.027 0.011 0.003
C 0.699 -4.748 -0.850 -0.015 -0.024 -0.016
C 1.211 -3.563 -0.377 -0.032 0.072 0.008
C 0.405 -2.613 0.278 -0.028 -0.081 -0.233
O 1.016 -1.506 0.687 -0.083 0.214 0.535
H -3.786 -1.706 2.049 0.004 0.006 0.004
H -3.382 -3.434 1.924 0.005 -0.006 0.052
H -3.793 -2.514 0.469 0.031 -0.044 0.084
H -2.501 -4.369 0.094 -0.008 -0.003 0.005
H -1.067 -5.968 -1.077 -0.004 0.001 0.001
H 1.353 -5.448 -1.355 0.000 0.002 0.004
H 2.253 -3.320 -0.527 0.025 0.010 0.007
C -4.890 1.388 -0.939 0.006 -0.002 -0.010
N -3.508 1.705 -0.587 -0.010 -0.023 0.053
C -3.079 2.980 -0.477 0.017 0.005 -0.027
C -1.797 3.292 -0.167 -0.009 -0.004 -0.002
C -0.941 2.181 0.066 -0.024 -0.021 0.023
O 0.308 2.266 0.379 0.027 0.008 -0.018
N -1.363 0.924 -0.028 -0.058 -0.004 0.212
C -2.644 0.604 -0.383 0.097 0.155 -0.127
O -3.060 -0.520 -0.560 -0.013 0.134 -0.195
H -5.410 2.311 -1.180 -0.004 -0.002 0.011
H -5.384 0.889 -0.107 0.005 -0.005 -0.001
H -4.903 0.716 -1.794 -0.005 0.007 -0.012
H -3.826 3.742 -0.659 0.002 0.001 0.001
H -1.450 4.308 -0.076 -0.004 0.002 -0.001
C -1.676 -0.405 -5.115 0.003 0.000 0.000
C -1.206 1.045 -5.088 0.003 0.002 0.005
C -2.008 1.865 -4.081 -0.001 0.007 0.005
C 0.301 1.154 -4.841 0.001 0.004 0.000
N 0.687 0.620 -3.536 0.028 0.000 -0.003
C 0.629 1.185 -2.337 -0.060 0.009 0.017
N 0.916 0.265 -1.444 -0.021 -0.037 0.044
N 1.171 -0.872 -2.126 0.025 0.021 -0.025
N 1.033 -0.668 -3.377 -0.008 -0.010 0.005
H -2.727 -0.453 -5.401 0.000 0.000 0.001
H -1.582 -0.873 -4.132 -0.001 0.000 0.003
H -1.104 -1.002 -5.826 0.000 0.001 0.000
H -1.353 1.481 -6.081 -0.001 -0.003 -0.001
H -1.943 1.432 -3.078 -0.005 -0.006 -0.002
H -3.063 1.870 -4.357 0.001 0.001 0.000
H -1.671 2.904 -4.034 0.001 0.000 -0.002
H 0.631 2.193 -4.874 0.003 -0.001 0.000
H 0.865 0.586 -5.578 -0.003 -0.002 0.000
H 0.383 2.215 -2.144 -0.001 -0.002 0.001
```
Forces are in eV/Å.

For the HOMO-LUMO gap (spin up / spin down), the calculation gives 7.4 / 7.5 eV. As for the net charge: +1. Its relative energy (zero: lowest compared OMol25 entry of this formula, charge and spin) is 0.0 kJ/mol. As for the highest occupied orbital energy (spin up / spin down): -9.9731 / -9.9941 eV. Its spin multiplicity is 2.